[1]
# C3H4F6N2

A 2-piece molecular cluster, C3H4F6N2 overall at a distorted geometry (ωB97M-V/def2-TZVPD, the OMol25 dataset).

The geometry in XYZ format:
```
15
C3H4F6N2 (ωB97M-V/def2-TZVPD)
C 0.05 -0.25 0.03
C -0.10 0.41 1.37
C 1.24 -0.16 -0.88
N -1.31 0.83 -1.07
N -0.38 -1.53 0.25
F 0.31 1.69 1.41
F -1.40 0.34 1.76
F 0.67 -0.04 2.41
F 2.24 -0.82 -0.35
F 1.67 1.05 -1.31
F 0.93 -0.80 -2.03
H -0.49 1.43 -1.46
H -1.66 1.45 -0.40
H -0.58 -2.14 -0.49
H -1.20 -1.45 0.78
```

Output
Spin multiplicity: 3
Lowest unoccupied orbital energy (spin up / spin down): 0.884 / -2.663 eV
HOMO level (spin up / spin down): -6.865 / -11.153 eV

[2]
# C3H4FN

A 2-piece molecular cluster, C3H4FN overall at a distorted geometry (ωB97M-V/def2-TZVPD, the OMol25 dataset).

The geometry in XYZ format:
```
9
C3H4FN (ωB97M-V/def2-TZVPD)
C 0.84 -2.71 0.44
C -0.30 0.23 0.11
C 0.99 -0.42 0.15
N 0.66 -3.82 0.69
F 1.89 -0.12 1.12
H -0.14 1.23 0.53
H -1.06 -0.37 0.58
H -0.51 0.45 -1.00
H 1.66 -0.44 -0.63
```

Output
Lowest unoccupied orbital energy: -1.033 eV
HOMO level: -11.074 eV

[3]
# C3H4FN

A 2-piece molecular cluster, C3H4FN overall at a distorted geometry (ωB97M-V/def2-TZVPD, the OMol25 dataset).

The geometry in XYZ format:
```
9
C3H4FN (ωB97M-V/def2-TZVPD)
N 2.20 -1.54 -0.75
C 2.40 -0.50 -0.31
F 2.69 0.68 0.06
C -1.26 0.22 -0.50
C -1.16 0.09 0.82
H -1.52 -0.51 -1.26
H -1.10 1.16 -0.90
H -1.34 -0.64 1.50
H -0.91 1.03 1.33
```

Output
Lowest unoccupied orbital energy: 0.523 eV
Structure (SMILES): N#CF.C=C
HOMO level: -10.306 eV

[4]
# C3H4FN3O2S

A 2-piece molecular cluster, C3H4FN3O2S overall at a distorted geometry (ωB97M-V/def2-TZVPD, the OMol25 dataset).

The geometry in XYZ format:
```
14
C3H4FN3O2S (ωB97M-V/def2-TZVPD)
C 1.07 -1.07 0.73
C 0.82 -2.34 0.20
C 0.53 -0.19 -0.19
N 0.05 -2.22 -0.88
N -0.15 -0.96 -1.08
N -2.02 1.81 1.10
O 1.47 2.29 0.59
O 0.34 1.87 -1.57
F -2.41 1.22 -0.01
S 0.52 1.57 -0.18
H 1.48 -0.82 1.66
H 1.12 -3.40 0.57
H -0.59 -0.60 -2.04
H -2.24 2.82 1.10
```

Output
Lowest unoccupied orbital energy (spin up / spin down): -0.826 / -1.605 eV
HOMO level (spin up / spin down): -9.051 / -10.341 eV

[5]
# C3H4FNO

One molecule with the formula C3H4FNO at a distorted geometry (ωB97M-V/def2-TZVPD, the OMol25 dataset).

The geometry in XYZ format:
```
10
C3H4FNO (ωB97M-V/def2-TZVPD)
C -0.11 1.15 -0.11
C 0.17 -0.25 -0.24
C -0.87 -1.28 0.27
O -2.04 -1.12 0.38
N 1.36 -0.84 -0.32
F 2.45 0.06 -0.51
H 0.86 1.66 -0.07
H -0.67 1.30 0.86
H -0.91 1.43 -0.92
H -0.26 -2.12 0.67
```

Output
Lowest unoccupied orbital energy: -0.353 eV
Structure (SMILES): C/C(C=O)=N\F
HOMO level: -10.698 eV

[6]
# C3H4FNO

One molecule with the formula C3H4FNO at a distorted geometry (ωB97M-V/def2-TZVPD, the OMol25 dataset).

The geometry in XYZ format:
```
10
C3H4FNO (ωB97M-V/def2-TZVPD)
O -1.53 -1.47 1.19
C -0.82 -0.70 0.57
C -0.41 -0.23 -0.90
C 0.65 0.70 -0.26
N 0.26 -0.01 0.98
F 0.81 0.32 2.19
H -0.06 -1.14 -1.28
H -1.16 0.29 -1.47
H 1.78 0.52 -0.67
H 0.50 1.72 -0.36
```

Output
Lowest unoccupied orbital energy: 0.834 eV
Structure (SMILES): O=C1CCN1F
HOMO level: -10.112 eV

[7]
# C3H4FNO2

One molecule with the formula C3H4FNO2 at a distorted geometry (ωB97M-V/def2-TZVPD, the OMol25 dataset).

The geometry in XYZ format:
```
11
C3H4FNO2 (ωB97M-V/def2-TZVPD)
N 2.14 -0.49 0.10
C 1.40 0.59 0.05
C 0.06 0.75 -0.12
F -0.73 1.87 -0.06
C -0.70 -0.51 -0.04
O -0.20 -1.60 -0.31
O -2.01 -0.48 0.28
H 3.24 -0.60 0.46
H 1.69 -1.40 0.38
H 2.00 1.56 -0.15
H -2.27 -1.37 0.10
```

Output
Lowest unoccupied orbital energy: 0.655 eV
Structure (SMILES): N/C=C(/F)C(=O)O
HOMO level: -8.677 eV

[8]
# C3H4FNOS

One molecule with the formula C3H4FNOS at a distorted geometry (ωB97M-V/def2-TZVPD, the OMol25 dataset).

The geometry in XYZ format:
```
11
C3H4FNOS (ωB97M-V/def2-TZVPD)
C -0.20 0.95 0.27
C -0.86 -0.46 0.09
C -1.50 -0.84 -1.12
N 1.20 1.01 0.17
O 3.50 0.30 -0.14
F -0.03 -1.41 0.75
S 2.14 -0.16 -0.14
H -0.65 1.61 -0.47
H -0.46 1.34 1.27
H -1.80 -0.45 0.69
H -1.34 -1.90 -1.37
```

Output
Lowest unoccupied orbital energy: -1.129 eV
HOMO level: -9.916 eV